Entry from the OMol25 dataset: 4 unconnected molecules or ions with the total composition C4H14NO6 at a distorted geometry (ωB97M-V/def2-TZVPD).

The geometry in ORCA input format:
```
! wB97M-V def2-TZVPD RIJCOSX def2/J DEFGRID3
* xyz -1 1
O -0.329 0.782 0.759
C 0.319 -0.299 0.706
O 1.012 -0.774 1.621
C 0.445 -0.936 -0.695
C -0.843 -1.719 -1.116
C -2.136 -0.993 -0.778
O -0.944 -2.116 -2.483
N 0.740 0.046 -1.724
H 1.153 -1.765 -0.712
H -0.710 -2.636 -0.532
H -2.380 -0.955 0.284
H -2.983 -1.518 -1.226
H -2.041 0.024 -1.134
H -0.173 -1.799 -2.966
H -0.030 0.642 -1.982
H 1.475 0.661 -1.407
H 0.508 1.344 2.527
H 1.329 0.447 3.462
O 0.941 1.323 3.396
H -1.587 1.697 1.670
H -1.452 1.686 3.182
O -2.036 1.980 2.475
H 3.197 1.725 -0.305
H 3.035 1.282 -1.812
O 3.489 1.869 -1.209
*
```

The LUMO energy comes out at 3.36 eV. The strongest force on any atom is 0.040 hartree/bohr. The value obtained for the HOMO energy is -5.398 eV. The value obtained for the relative energy (zero: lowest compared OMol25 entry of this formula, charge and spin) is 28.0 kcal per mole. The calculation puts the gap between HOMO and LUMO at 8.8 eV.

Need the Mulliken charges? In units of e they are: number 1, O, carries -0.930; number 2, C, carries 0.431; number 3, O, carries -0.750; number 4, C, carries 0.233; number 5, C, carries 0.121; number 6, C, carries -1.251; number 7, O, carries -0.574; number 8, N, carries -0.616; number 9, H, carries 0.250; number 10, H, carries 0.273; number 11, H, carries 0.317; number 12, H, carries 0.436; number 13, H, carries 0.201; number 14, H, carries 0.361; number 15, H, carries 0.228; number 16, H, carries 0.123; number 17, H, carries 0.312; number 18, H, carries 0.361; number 19, O, carries -0.716; number 20, H, carries 0.502; number 21, H, carries 0.321; number 22, O, carries -0.695; number 23, H, carries 0.348; number 24, H, carries 0.384; number 25, O, carries -0.670